# 1
106
Properties=species:S:1:pos:R:3:forces:R:3 method="wB97M-V/def2-TZVPD" charge=+1 e_tot_ev=-191835.1870 multiplicity=6 relative_energy_kcal_mol=0.0
Co 1.69761 -1.04362 0.70108 -0.2 -0.4 -0.4
Br -2.72982 -1.62088 6.78653 -0.1 0.0 0.1
C -1.29281 -1.53519 5.57587 0.1 0.0 0.0
C -1.51035 -1.06948 4.28983 0.1 0.0 -0.1
C -0.44742 -1.00807 3.40168 -0.2 -0.1 0.2
C 0.81925 -1.39876 3.80807 0.4 0.0 -0.5
C 1.02569 -1.89290 5.08741 -0.1 -0.1 0.2
C -0.03175 -1.95562 5.97988 0.0 0.0 -0.1
N 1.87448 -1.31863 2.84092 0.6 0.1 0.4
C 3.10118 -1.25538 3.20533 -0.3 -0.1 -0.5
C 4.18339 -1.30904 2.17947 -0.6 0.0 0.4
C 5.50361 -1.41644 2.55559 0.2 0.0 -0.3
C 6.46421 -1.54226 1.54972 -0.1 0.0 0.1
C 6.05608 -1.56128 0.23175 -0.1 0.0 -0.1
C 4.69786 -1.43624 -0.06049 0.1 -0.1 0.1
N 3.78738 -1.31286 0.89383 0.0 0.2 0.2
H -2.49561 -0.75680 3.97386 0.0 0.0 0.0
H -0.60392 -0.64282 2.39831 0.0 0.0 -0.1
H 1.99353 -2.26390 5.40181 0.0 0.0 0.0
H 0.11979 -2.34308 6.97627 0.0 0.0 0.0
H 3.41343 -1.20275 4.24940 -0.1 0.0 -0.1
H 5.78114 -1.40803 3.60040 0.0 0.0 0.0
H 7.51138 -1.62495 1.80452 0.0 0.0 0.0
H 6.76590 -1.66583 -0.57571 0.0 0.0 0.0
H 4.31905 -1.44102 -1.07344 0.0 0.0 0.0
N 5.26063 3.90885 -1.68340 0.1 0.0 0.1
C 4.44070 2.85056 -1.99850 0.0 0.1 0.0
C 3.05799 2.93922 -1.80434 0.0 -0.1 0.0
C 2.24236 1.85885 -2.07622 0.0 0.0 0.1
C 2.78364 0.66490 -2.53539 0.1 0.0 0.0
C 4.15099 0.58398 -2.77527 0.0 0.1 0.1
C 4.97525 1.65768 -2.49522 -0.1 -0.1 -0.1
S 1.78277 -0.73768 -2.89163 -0.2 0.2 -0.4
O 0.45968 -0.24431 -3.24599 0.1 0.0 0.0
O 2.48784 -1.52302 -3.86406 0.0 -0.1 0.1
N 1.70908 -1.45741 -1.44872 0.3 -0.1 0.2
C 1.21381 -2.70363 -1.29049 0.0 0.4 0.0
N 0.75738 -3.47902 -2.27645 0.0 -0.1 0.0
C 0.35279 -4.68630 -1.91602 0.0 -0.1 -0.1
C 0.36801 -5.15275 -0.60325 0.0 0.0 0.0
C 0.78551 -4.25395 0.35420 -0.1 0.0 0.1
N 1.19125 -3.03184 0.02956 -0.1 0.2 0.0
H 4.84023 4.81579 -1.57683 0.0 0.0 0.0
H 6.18805 3.91806 -2.07164 0.0 0.0 0.0
H 2.62406 3.86100 -1.43789 0.0 0.0 0.0
H 1.17470 1.95943 -1.93243 0.0 -0.1 0.0
H 4.55953 -0.32088 -3.20371 0.0 0.0 0.0
H 6.03851 1.58743 -2.68578 0.0 0.0 0.0
H -0.01715 -5.31763 -2.71700 0.0 0.0 0.0
H 0.03961 -6.14686 -0.34764 0.0 0.0 0.0
H 0.77743 -4.49905 1.41052 0.0 0.0 0.0
C -4.73874 1.65922 -6.58304 0.0 0.0 0.0
C -3.95093 1.40563 -5.32969 0.0 0.0 0.0
C -3.20875 2.41175 -4.73382 0.0 0.0 0.0
C -2.47280 2.19530 -3.56981 0.0 0.0 -0.1
C -1.68156 3.33447 -2.98884 0.1 0.1 0.0
C -2.52970 0.92617 -3.00665 0.1 -0.1 0.1
Te -1.39620 0.53690 -1.25206 0.0 0.1 -0.2
N 0.33898 0.35248 0.46485 0.3 -0.5 0.3
C 0.19819 1.56653 0.95284 0.2 0.0 0.2
O -0.65610 2.40031 0.62063 -0.2 0.3 -0.1
C 1.19987 1.85902 2.04516 0.1 0.1 0.0
C 0.76562 2.23457 3.31160 0.0 0.0 0.0
C 1.69197 2.44102 4.32074 0.0 0.0 0.0
C 3.05295 2.30962 4.06324 0.0 0.0 0.0
C 3.48927 1.97403 2.78955 0.0 0.0 0.0
C 2.56187 1.73221 1.78462 0.0 0.1 0.0
C -2.98192 0.13851 0.06147 0.0 -0.1 -0.1
C -3.84596 1.17814 0.41329 -0.1 0.2 0.1
C -3.70540 2.56436 -0.14784 0.0 0.0 -0.1
C -4.86134 0.90678 1.32045 0.0 0.0 0.0
C -5.03745 -0.35727 1.87387 0.0 0.1 0.0
C -6.12345 -0.62013 2.87754 0.0 0.0 0.0
C -4.16887 -1.36730 1.48765 0.0 0.0 0.0
C -3.13436 -1.14639 0.58356 -0.1 -0.1 0.1
C -2.27002 -2.32309 0.22082 0.1 0.0 0.0
C -3.22739 -0.13226 -3.59515 -0.1 0.0 -0.1
C -3.19656 -1.52778 -3.03912 0.0 0.0 0.0
C -3.93824 0.13740 -4.75307 0.0 0.0 0.0
H -4.56739 2.66430 -6.96337 0.0 0.0 0.0
H -5.80791 1.54598 -6.39926 0.0 0.0 0.0
H -4.46473 0.94872 -7.36308 0.0 0.0 0.0
H -3.18444 3.39460 -5.18971 0.0 0.0 0.0
H -1.38359 4.02270 -3.77797 0.0 0.0 0.0
H -0.76984 3.00690 -2.48177 -0.1 0.0 0.0
H -2.27150 3.89554 -2.26061 0.0 0.0 0.0
H -0.29342 2.34995 3.49856 0.0 0.0 0.0
H 1.35571 2.71693 5.31127 0.0 0.0 0.0
H 3.77085 2.49310 4.85180 0.0 0.0 0.0
H 4.54869 1.90596 2.57574 0.0 0.0 0.0
H 2.89537 1.48312 0.78444 0.0 0.0 -0.1
H -2.66371 2.89634 -0.13605 -0.2 0.0 0.0
H -4.28772 3.27161 0.43838 0.0 0.0 0.0
H -4.07026 2.60160 -1.17716 0.0 0.0 0.0
H -5.52750 1.71062 1.60920 0.0 0.0 0.0
H -6.87196 0.16978 2.86647 0.0 0.0 0.0
H -5.71275 -0.67581 3.88768 0.0 0.0 0.0
H -6.62208 -1.56832 2.67716 0.0 0.0 0.0
H -4.29724 -2.36458 1.89482 0.0 0.0 0.0
H -1.74912 -2.69884 1.10277 0.0 0.0 0.0
H -1.51334 -2.10001 -0.53449 0.0 0.0 0.0
H -2.88296 -3.13700 -0.17009 0.0 0.0 0.0
H -2.16835 -1.88982 -2.93864 0.0 0.0 0.0
H -3.71695 -2.21224 -3.70608 0.0 0.0 0.0
H -3.68001 -1.57936 -2.06111 0.0 0.0 0.0
H -4.48482 -0.66751 -5.23001 0.0 0.0 0.0



# 2
104
Properties=species:S:1:pos:R:3:forces:R:3 method="wB97M-V/def2-TZVPD" charge=-1 e_tot_ev=-163211.3452 multiplicity=2
Ti -0.72090 0.13188 0.58197 0.1 0.5 -0.3
C -1.50940 -6.47620 -0.89803 0.0 0.0 0.0
C -0.98754 -5.06734 -0.77826 0.0 0.0 -0.1
C -0.75792 -4.27553 -1.89903 0.0 -0.1 0.0
C -0.24933 -2.98655 -1.81925 0.0 0.1 0.1
C -0.02013 -2.20091 -3.06235 -0.1 -0.2 -0.1
O 0.68558 -1.22397 -3.12984 0.1 0.1 0.0
C -0.72844 -2.65779 -4.31706 0.0 0.0 0.0
C -1.84300 -1.94856 -4.74634 0.0 0.0 0.0
C -2.48071 -2.30811 -5.92412 0.0 0.0 0.0
C -2.00463 -3.37003 -6.68126 0.0 0.0 0.0
C -0.88682 -4.07535 -6.25624 0.0 0.0 0.0
C -0.25263 -3.72182 -5.07400 0.0 0.0 0.0
C -0.04179 -2.39435 -0.54321 -0.1 0.0 0.0
O 0.33965 -1.16115 -0.41633 0.0 0.0 0.0
C -0.29893 -3.18806 0.60604 0.0 -0.1 -0.1
C -0.72832 -4.50932 0.45856 0.0 0.1 0.1
C -0.11896 -2.62752 1.95062 0.1 -0.1 0.0
N -0.18958 -1.36446 2.18962 -0.1 -0.2 0.0
C 0.05776 -0.89870 3.56402 0.0 0.1 0.2
C -1.22014 -0.74641 4.38868 0.0 0.0 -0.1
Te -2.81911 0.03504 3.16182 0.0 0.0 0.0
C -3.65351 -1.90553 2.98515 0.0 0.1 0.1
C -3.61620 -2.61850 1.79359 0.0 0.0 0.0
C -4.09582 -3.92366 1.75686 0.0 0.0 0.0
C -4.61804 -4.51667 2.89733 0.0 0.0 0.0
C -4.67625 -3.79549 4.08329 0.0 0.0 0.0
C -4.20031 -2.49187 4.12520 0.0 0.0 0.0
C 0.18289 -3.63027 3.02836 0.0 0.0 0.0
C 1.48262 -4.09673 3.19603 0.0 0.0 0.0
C 1.76599 -5.03716 4.17390 0.0 0.0 0.0
C 0.74920 -5.53427 4.97921 0.0 0.0 0.0
C -0.55142 -5.08835 4.79725 0.0 0.0 0.0
C -0.83531 -4.13863 3.82569 0.0 0.0 0.0
H -1.84340 -6.68260 -1.91482 0.0 0.0 0.0
H -2.35359 -6.64160 -0.22598 0.0 0.0 0.0
H -0.74061 -7.20924 -0.64249 0.0 0.0 0.0
H -0.98674 -4.68526 -2.87596 0.0 0.0 0.0
H -2.20774 -1.11896 -4.15121 0.0 0.0 0.0
H -3.35219 -1.75642 -6.25284 0.0 0.0 0.0
H -2.50358 -3.64710 -7.60145 0.0 0.0 0.0
H -0.50811 -4.90121 -6.84565 0.0 0.0 0.0
H 0.62051 -4.27050 -4.73900 0.0 0.0 0.0
H -0.90697 -5.09952 1.35109 0.0 0.0 0.0
H 0.53653 0.07548 3.48759 0.0 0.0 0.0
H 0.75663 -1.56541 4.07638 0.0 0.0 0.0
H -1.03348 -0.07946 5.23008 0.0 0.0 0.0
H -1.56594 -1.70070 4.78256 0.0 0.0 0.0
H -3.21570 -2.15896 0.89802 0.0 0.0 0.0
H -4.05209 -4.47405 0.82441 0.0 0.0 0.0
H -4.98739 -5.53443 2.86308 0.0 0.0 0.0
H -5.09700 -4.24373 4.97544 0.0 0.0 0.0
H -4.24781 -1.92678 5.04881 0.0 0.0 0.0
H 2.27330 -3.71617 2.56064 0.0 0.0 0.0
H 2.78268 -5.38542 4.30494 0.0 0.0 0.0
H 0.97170 -6.27228 5.73948 0.0 0.0 0.0
H -1.35403 -5.48053 5.40944 0.0 0.0 0.0
H -1.85258 -3.80625 3.67332 -0.1 0.0 0.0
C 3.42864 -1.24943 1.46742 0.0 0.1 0.0
C 3.32903 0.22737 1.08356 0.0 0.0 0.1
C 4.68937 0.78027 0.65273 0.0 0.0 0.0
C 2.73863 1.05570 2.21049 0.0 0.0 0.0
C 3.41948 1.16480 3.41827 0.0 0.0 0.0
C 2.92359 1.94599 4.44966 0.0 0.0 0.0
C 1.73393 2.63570 4.27398 0.0 0.0 0.0
C 1.01243 2.53839 3.08788 0.0 0.0 0.0
C -0.28489 3.30478 2.91507 0.0 0.0 0.0
C -0.00865 4.76978 2.56287 0.0 0.0 0.0
C -1.18207 3.22872 4.15210 0.0 0.0 0.0
C 1.51196 1.72547 2.05594 0.1 0.0 -0.1
N 0.76612 1.54272 0.86727 -0.1 -0.1 0.1
C 1.08860 2.38893 -0.17218 0.1 0.0 0.1
C 2.01543 3.44151 -0.11491 0.0 0.0 0.0
C 2.26972 4.24284 -1.22167 0.0 0.0 0.0
C 1.62614 4.02618 -2.42943 0.0 0.0 0.0
C 0.72010 2.97163 -2.52664 0.0 0.0 0.0
C 0.49103 2.19912 -1.42217 0.0 0.0 0.0
F -0.35463 1.13692 -1.52489 -0.1 0.0 -0.1
H 3.86416 -1.82603 0.64835 0.0 0.0 0.0
H 2.43354 -1.64638 1.66864 0.0 0.0 0.0
H 4.04903 -1.39248 2.35680 0.0 0.0 0.0
H 2.65208 0.29337 0.23432 0.0 0.0 0.0
H 5.42134 0.71290 1.46219 0.0 0.0 0.0
H 4.60149 1.82684 0.35807 0.0 0.0 0.0
H 5.07491 0.21775 -0.19989 0.0 0.0 0.0
H 4.35663 0.63517 3.55181 0.0 0.0 0.0
H 3.46556 2.02363 5.38452 0.0 0.0 0.0
H 1.35675 3.25632 5.07808 0.0 0.0 0.0
H -0.82361 2.86194 2.07537 0.0 0.0 0.0
H 0.54857 5.26006 3.36677 0.0 0.0 0.0
H -0.94888 5.30631 2.41939 0.0 0.0 0.0
H 0.56902 4.85116 1.64226 0.0 0.0 0.0
H -0.77392 3.81077 4.98214 0.0 0.0 0.0
H -1.30164 2.20078 4.50052 0.0 0.0 0.0
H -2.17191 3.62570 3.92153 0.0 0.0 0.0
H 2.53384 3.62978 0.81668 0.0 0.0 0.0
H 2.98626 5.05077 -1.13200 0.0 0.0 0.0
H 1.82504 4.65418 -3.28701 0.0 0.0 0.0
H 0.19989 2.73837 -3.44582 0.0 0.0 0.0
O -2.10225 1.68079 0.39874 0.1 -0.1 0.0
Se -3.36679 0.76808 -0.25198 -0.1 0.1 0.1
O -4.53760 0.59273 0.85822 0.1 0.0 0.0
O -2.46296 -0.64606 -0.34472 0.0 -0.3 0.0
O -3.86077 1.29733 -1.68188 0.1 0.0 0.0